(1)
Density functional theory data (wB97M-V/def2-TZVPD) for a molecular structure, C7H7CdFO3 in a non-equilibrium geometry.

Element x y z (Å)
C  1.60  -1.09  0.29
C  1.85  0.40  0.15
F  2.73  0.55  -0.87
C  0.64  1.37  -0.15
C  -0.67  0.69  -0.15
C  -1.43  0.18  -1.15
C  -2.68  -0.39  -0.53
O  -3.42  -1.20  -0.97
O  -2.72  0.01  0.80
C  -1.44  0.44  1.13
O  -1.01  0.41  2.23
H  1.06  -1.52  -0.61
H  1.20  -1.37  1.29
H  2.55  -1.64  0.20
H  2.31  0.75  1.08
H  0.83  1.85  -1.12
H  0.65  2.15  0.62
H  -1.26  0.24  -2.23
Cd  -0.80  -1.83  0.02

- HOMO level: -20.14 eV
- Calculated total energy: -20774.0200 eV
- Max |F|: 0.0250 hartree/bohr
- Spin multiplicity: 1
- Kohn-Sham gap: 7.602 eV
- Total charge: +2

Atom charges from the Mulliken analysis, given in e for atoms 1 to 2:
1 C -1.276
2 C 0.576

=====

(2)
Density functional theory data (wB97M-V/def2-TZVPD) for 10 unconnected molecules or ions with the total composition C40H110N10O10 in a non-equilibrium geometry.

Element x y z (Å)
C  0.31  -2.29  -5.78
C  -0.17  -1.14  -4.94
C  -1.55  -1.38  -4.38
O  -2.45  -1.45  -5.48
C  -3.77  -1.14  -5.11
N  0.84  -0.96  -3.86
H  -0.29  -2.33  -6.69
H  0.17  -3.24  -5.25
H  1.36  -2.29  -6.07
H  -0.12  -0.21  -5.52
H  -1.84  -0.64  -3.64
H  -1.56  -2.39  -3.94
H  -3.93  -0.08  -4.89
H  -4.09  -1.75  -4.27
H  -4.44  -1.33  -5.94
H  1.77  -1.02  -4.25
H  0.78  -1.73  -3.20
C  -4.67  -3.40  -1.21
C  -5.33  -2.01  -1.17
C  -6.82  -2.08  -0.90
O  -7.55  -1.04  -1.48
C  -8.92  -1.02  -1.15
N  -4.66  -1.20  -0.15
H  -3.59  -3.34  -1.32
H  -5.11  -3.86  -2.10
H  -4.92  -4.02  -0.35
H  -5.13  -1.54  -2.14
H  -6.92  -2.16  0.19
H  -7.20  -3.04  -1.29
H  -9.13  -1.21  -0.09
H  -9.45  -1.71  -1.80
H  -9.26  0.00  -1.31
H  -5.26  -0.42  0.11
H  -3.78  -0.80  -0.46
C  0.97  -5.33  1.66
C  0.97  -3.96  1.04
C  0.48  -3.91  -0.39
O  1.37  -4.67  -1.19
C  1.49  -4.32  -2.54
N  0.07  -3.10  1.85
H  1.42  -5.37  2.65
H  1.50  -6.05  1.02
H  -0.04  -5.72  1.77
H  1.99  -3.55  1.13
H  0.36  -2.90  -0.79
H  -0.52  -4.34  -0.51
H  2.34  -3.65  -2.73
H  0.56  -3.93  -2.98
H  1.62  -5.25  -3.11
H  0.34  -2.11  1.73
H  0.17  -3.37  2.82
C  8.74  -0.12  3.08
C  8.31  -1.58  3.17
C  6.81  -1.83  2.97
O  6.05  -1.25  4.02
C  4.63  -1.40  3.96
N  9.15  -2.41  2.29
H  8.07  0.33  2.34
H  9.75  0.09  2.77
H  8.50  0.36  4.03
H  8.42  -1.93  4.21
H  6.54  -2.88  2.83
H  6.49  -1.29  2.07
H  4.19  -0.95  3.07
H  4.22  -0.91  4.83
H  4.50  -2.48  4.01
H  8.67  -3.31  2.16
H  9.96  -2.74  2.79
C  -7.99  1.92  4.06
C  -8.62  0.70  3.35
C  -7.70  -0.51  3.29
O  -6.42  -0.05  2.87
C  -5.38  -0.98  3.12
N  -9.76  0.34  4.25
H  -7.01  2.27  3.71
H  -7.74  1.64  5.09
H  -8.69  2.75  4.07
H  -9.10  1.03  2.43
H  -8.06  -1.29  2.61
H  -7.53  -0.87  4.31
H  -4.45  -0.72  2.62
H  -5.67  -1.98  2.78
H  -5.19  -1.06  4.20
H  -10.24  -0.44  3.80
H  -10.36  1.15  4.28
C  -2.03  1.00  -0.90
C  -1.05  -0.03  -0.34
C  -0.31  0.49  0.90
O  0.71  -0.35  1.38
C  1.84  -0.34  0.50
N  -1.82  -1.25  -0.04
H  -2.44  0.65  -1.85
H  -1.54  1.96  -1.07
H  -2.91  1.10  -0.25
H  -0.36  -0.17  -1.18
H  -1.08  0.60  1.66
H  0.11  1.47  0.63
H  2.41  -1.27  0.52
H  2.55  0.30  1.03
H  1.65  -0.01  -0.51
H  -1.13  -1.96  0.20
H  -2.37  -1.14  0.81
C  6.24  -2.05  -1.10
C  6.80  -0.65  -1.24
C  6.38  0.02  -2.57
O  5.01  -0.23  -2.82
C  4.12  0.61  -2.06
N  6.50  0.26  -0.12
H  6.62  -2.61  -1.98
H  5.19  -2.13  -1.37
H  6.59  -2.60  -0.23
H  7.89  -0.79  -1.25
H  7.01  -0.35  -3.37
H  6.56  1.10  -2.54
H  4.09  0.14  -1.07
H  3.17  0.58  -2.59
H  4.57  1.61  -2.00
H  6.95  1.16  -0.29
H  7.05  -0.06  0.67
C  5.85  2.31  3.64
C  4.44  2.49  3.08
C  3.38  2.76  4.16
O  3.28  1.70  5.07
C  2.47  1.97  6.20
N  4.47  3.73  2.28
H  5.98  1.46  4.32
H  6.32  3.14  4.17
H  6.57  2.16  2.83
H  4.17  1.68  2.41
H  2.40  3.03  3.74
H  3.73  3.66  4.69
H  2.63  1.22  6.97
H  1.43  1.95  5.87
H  2.67  2.94  6.65
H  4.59  4.51  2.92
H  5.26  3.78  1.66
C  4.07  1.69  -6.01
C  2.56  2.00  -6.10
C  1.94  2.50  -4.82
O  0.53  2.50  -5.01
C  -0.25  2.37  -3.85
N  2.31  2.99  -7.18
H  4.44  1.10  -6.84
H  4.20  1.10  -5.10
H  4.54  2.67  -5.88
H  2.04  1.13  -6.50
H  2.30  3.43  -4.38
H  2.13  1.79  -4.00
H  -1.25  2.30  -4.29
H  -0.36  3.20  -3.14
H  -0.11  1.47  -3.25
H  1.32  3.21  -7.23
H  2.78  3.86  -6.93
C  -2.52  4.14  1.95
C  -3.98  3.71  2.25
C  -5.04  4.09  1.23
O  -5.35  5.46  1.37
C  -6.42  5.84  0.55
N  -4.01  2.25  2.41
H  -2.38  5.21  2.08
H  -2.31  3.84  0.92
H  -1.87  3.58  2.62
H  -4.27  4.09  3.24
H  -5.93  3.51  1.49
H  -4.76  3.76  0.22
H  -7.30  5.21  0.72
H  -6.20  5.92  -0.52
H  -6.67  6.88  0.77
H  -3.42  1.85  3.13
H  -4.92  1.95  2.77

- HOMO level: -8.69 eV
- Calculated total energy: -78632.8010 eV
- Max |F|: 0.0480 hartree/bohr
- Spin multiplicity: 1
- SMILES string: COC[C@H](C)N.COC[C@H](C)N.COC[C@H](C)N.COC[C@H](C)N.COC[C@H](C)N.COC[C@H](C)N.COC[C@H](C)N.COC[C@H](C)N.COC[C@H](C)N.COC[C@H](C)N
- Kohn-Sham gap: 9.280 eV
- Total charge: 0

Atom charges from the Mulliken analysis, given in e for atoms 1 to 2:
1 C -1.765
2 C 0.517

=====

Short version: lowest unoccupied orbital energy = -0.4609 0.0216 Eh, in the order given.